{"formula": "H4O2", "method": "the ωB97M-V functional and the def2-TZVPD basis", "e_homo_ev": -11.64, "smiles": "O.O", "gap_ha": 0.450, "relative_energy_kcal_mol": 7.9, "charge": 0, "total_energy_ev": -4159.5972, "multiplicity": 1, "species": ["O", "H", "H", "O", "H", "H"], "coordinates": [[0.7840, -0.6336, 1.6437], [0.1688, -1.1080, 2.2507], [0.3466, 0.1163, 1.3267], [-0.6753, 0.2889, -1.8661], [-0.3237, 0.9883, -2.4046], [-0.3005, 0.3482, -0.9504]], "forces_ev_per_a": [[0.540, -2.406, 1.342], [0.635, 0.729, -0.814], [-1.186, 1.721, -0.468], [-0.073, -0.683, 1.535], [0.414, 0.516, 0.002], [-0.329, 0.123, -1.597]]}

***

{"formula": "C3H6O", "method": "the ωB97M-V functional and the def2-TZVPD basis", "e_homo_ev": -9.68, "smiles": "C=C.C=O", "gap_ha": 0.380, "relative_energy_kcal_mol": 58.0, "charge": 0, "total_energy_ev": -5253.1772, "multiplicity": 1, "species": ["C", "C", "H", "H", "H", "H", "C", "O", "H", "H"], "coordinates": [[-1.7737, -1.2429, -0.3281], [-0.4596, -1.3058, 0.0032], [-2.0357, -1.2490, -1.4736], [-2.5708, -1.2369, 0.3877], [0.1429, -1.7851, -0.7453], [-0.0434, -1.1436, 1.0602], [1.7055, 1.9949, 0.2844], [1.9544, 1.0376, 1.0269], [2.4612, 2.7525, -0.0708], [0.6192, 2.1783, -0.1447]], "forces_ev_per_a": [[1.465, -0.070, -1.981], [-1.556, -0.423, 1.338], [0.299, -0.481, 2.470], [-0.331, 0.751, 0.196], [0.926, 0.767, -0.282], [-0.791, -0.510, -1.753], [-1.004, -1.645, 0.706], [-0.485, 2.722, -1.997], [-0.268, -0.690, 0.483], [1.744, -0.421, 0.819]]}

***

{"formula": "C96H120N24", "method": "the ωB97M-V functional and the def2-TZVPD basis", "e_homo_ev": -7.79, "gap_ha": 0.306, "relative_energy_kcal_mol": 15.4, "charge": 0, "total_energy_ev": -137255.5549, "multiplicity": 1, "species": ["N", "C", "C", "C", "C", "H", "H", "H", "H", "H", "N", "C", "C", "C", "C", "H", "H", "H", "H", "H", "N", "C", "C", "C", "C", "H", "H", "H", "H", "H", "N", "C", "C", "C", "C", "H", "H", "H", "H", "H", "N", "C", "C", "C", "C", "H", "H", "H", "H", "H", "N", "C", "C", "C", "C", "H", "H", "H", "H", "H", "N", "C", "C", "C", "C", "H", "H", "H", "H", "H", "N", "C", "C", "C", "C", "H", "H", "H", "H", "H", "N", "C", "C", "C", "C", "H", "H", "H", "H", "H", "N", "C", "C", "C", "C", "H", "H", "H", "H", "H", "N", "C", "C", "C", "C", "H", "H", "H", "H", "H", "N", "C", "C", "C", "C", "H", "H", "H", "H", "H", "N", "C", "C", "C", "C", "H", "H", "H", "H", "H", "N", "C", "C", "C", "C", "H", "H", "H", "H", "H", "N", "C", "C", "C", "C", "H", "H", "H", "H", "H", "N", "C", "C", "C", "C", "H", "H", "H", "H", "H", "N", "C", "C", "C", "C", "H", "H", "H", "H", "H", "N", "C", "C", "C", "C", "H", "H", "H", "H", "H", "N", "C", "C", "C", "C", "H", "H", "H", "H", "H", "N", "C", "C", "C", "C", "H", "H", "H", "H", "H", "N", "C", "C", "C", "C", "H", "H", "H", "H", "H", "N", "C", "C", "C", "C", "H", "H", "H", "H", "H", "N", "C", "C", "C", "C", "H", "H", "H", "H", "H", "N", "C", "C", "C", "C", "H", "H", "H", "H", "H"], "coordinates": [[0.2974, -4.4620, -5.0869], [0.8799, -5.2142, -6.0721], [1.3182, -4.4085, -7.0513], [0.9860, -3.0536, -6.6754], [0.4212, -3.1172, -5.4319], [-0.0827, -4.8790, -4.2680], [1.0681, -6.2611, -5.9697], [1.7067, -4.6725, -8.0320], [1.2482, -2.2469, -7.3361], [0.0368, -2.3802, -4.8106], [-5.2607, 3.8074, 2.9078], [-6.3137, 2.9849, 2.8355], [-7.0120, 3.1093, 4.0122], [-6.2297, 3.8996, 4.9175], [-5.1692, 4.3750, 4.1411], [-4.6794, 4.0445, 2.1179], [-6.5320, 2.3296, 2.0326], [-7.8738, 2.5077, 4.2094], [-6.5194, 4.2950, 5.9051], [-4.4151, 5.1147, 4.3158], [-2.0859, 3.0499, -5.7820], [-3.3618, 3.3776, -5.3879], [-3.3810, 3.8394, -4.1450], [-1.9668, 3.7111, -3.7087], [-1.1886, 3.2252, -4.7268], [-1.8434, 2.6785, -6.6582], [-4.1849, 3.2782, -6.0280], [-4.1857, 4.3051, -3.6185], [-1.6387, 3.9205, -2.7249], [-0.1662, 2.9454, -4.8826], [-2.6683, 0.2815, -3.6543], [-2.1353, -0.8230, -4.3285], [-2.6549, -1.9267, -3.7233], [-3.5784, -1.5158, -2.6690], [-3.5135, -0.1305, -2.6808], [-2.4614, 1.2547, -3.8646], [-1.4958, -0.7046, -5.1615], [-2.3642, -2.9649, -3.9557], [-4.0296, -2.2301, -2.0238], [-3.9973, 0.5782, -2.0224], [2.8260, 3.9157, -0.5983], [1.6998, 3.4792, 0.0942], [0.6689, 4.3241, -0.1272], [1.1163, 5.2953, -1.0836], [2.4712, 5.0670, -1.2434], [3.7703, 3.5650, -0.5232], [1.7757, 2.6073, 0.7134], [-0.3244, 4.1804, 0.2238], [0.5570, 6.0822, -1.5510], [3.1878, 5.5342, -1.9026], [5.3433, -2.9891, -3.9636], [4.2615, -3.6393, -4.3712], [3.2558, -3.4221, -3.4587], [3.8466, -2.6611, -2.4132], [5.1222, -2.4230, -2.7230], [6.2479, -3.1860, -4.3870], [4.3084, -4.1381, -5.2976], [2.2579, -3.7413, -3.6629], [3.3724, -2.3065, -1.5280], [5.9086, -1.9353, -2.2101], [-0.3259, 0.0993, -7.6298], [-1.5399, 0.2380, -8.2507], [-1.5050, 1.4179, -8.9564], [-0.2219, 2.0348, -8.6414], [0.4752, 1.1540, -7.8634], [-0.0788, -0.7406, -7.0816], [-2.3133, -0.4791, -8.2681], [-2.3243, 1.8301, -9.5640], [0.1193, 2.9989, -9.0429], [1.4801, 1.1624, -7.5655], [6.0370, -1.1713, 1.9249], [5.1818, -2.0559, 1.4395], [5.1175, -3.2041, 2.2309], [6.1721, -2.9929, 3.2015], [6.7115, -1.7582, 2.9973], [6.2677, -0.3113, 1.4633], [4.6295, -1.7762, 0.5459], [4.3632, -3.9816, 2.1981], [6.4604, -3.6670, 3.9920], [7.4825, -1.2010, 3.5066], [3.0904, 5.8415, 2.1012], [3.1033, 6.8526, 3.0116], [3.7106, 6.4390, 4.1907], [4.1177, 5.0882, 3.9463], [3.7186, 4.7442, 2.6766], [2.6112, 5.7931, 1.2373], [2.5290, 7.7516, 2.7575], [3.7804, 7.0779, 5.0849], [4.6036, 4.4031, 4.6013], [3.6908, 3.8344, 2.0948], [4.5934, -5.9604, -1.6209], [5.3233, -5.9129, -0.4651], [5.2633, -7.1266, 0.1069], [4.5165, -7.9909, -0.7272], [4.0808, -7.2162, -1.7366], [4.3634, -5.1848, -2.2383], [5.8104, -5.0005, -0.1593], [5.7441, -7.3992, 1.0506], [4.3610, -9.0305, -0.5555], [3.5934, -7.4729, -2.6727], [-0.6502, -5.4487, 1.6933], [-0.2236, -4.1684, 1.5540], [-1.2725, -3.2982, 1.7011], [-2.3764, -4.1479, 2.0944], [-1.9873, -5.4510, 2.0017], [-0.0247, -6.2197, 1.7624], [0.7874, -4.0451, 1.1989], [-1.2738, -2.2389, 1.5291], [-3.3743, -3.8469, 2.2745], [-2.5382, -6.3573, 2.1457], [-1.8579, 4.3808, 2.2032], [-1.9152, 3.1834, 1.5590], [-2.6670, 3.3186, 0.4609], [-2.8751, 4.7549, 0.3257], [-2.3838, 5.3666, 1.4470], [-1.4298, 4.4945, 3.1218], [-1.5226, 2.3284, 2.0593], [-2.9638, 2.4806, -0.1784], [-3.2707, 5.2356, -0.5732], [-2.4928, 6.3460, 1.8179], [0.4978, -3.2547, 8.0514], [0.7681, -2.8013, 6.8099], [0.1680, -3.5846, 5.8635], [-0.4121, -4.6393, 6.6035], [-0.2565, -4.4120, 7.9568], [0.8746, -2.8683, 8.8782], [1.4172, -1.9600, 6.6295], [0.2942, -3.4535, 4.7857], [-0.8577, -5.4944, 6.1223], [-0.5199, -4.9054, 8.8592], [-4.0533, -0.8239, 1.3907], [-4.5248, -1.7399, 0.5389], [-5.5570, -1.2655, -0.1617], [-5.6469, 0.1211, 0.1961], [-4.7477, 0.3320, 1.2076], [-3.3927, -1.0071, 2.0947], [-4.1457, -2.7112, 0.6329], [-6.0548, -1.7189, -0.9989], [-6.2574, 0.8904, -0.2367], [-4.5745, 1.1245, 1.8420], [3.6863, -1.1575, 4.8638], [2.4326, -1.2852, 4.2496], [1.5392, -0.4399, 4.8946], [2.3531, 0.2755, 5.8440], [3.6419, -0.2265, 5.8323], [4.4923, -1.6348, 4.4805], [2.3148, -2.0530, 3.5700], [0.5076, -0.3755, 4.7139], [2.0861, 1.0419, 6.5730], [4.4883, -0.0268, 6.4522], [2.5767, -5.4926, 4.9100], [2.3639, -5.2882, 3.5520], [2.8088, -6.4302, 2.9288], [3.3908, -7.2891, 3.9018], [3.1664, -6.6851, 5.1490], [2.1786, -4.8975, 5.5996], [1.7185, -4.5125, 3.1737], [2.8230, -6.5588, 1.8618], [3.7640, -8.2903, 3.7635], [3.5441, -7.0406, 6.0731], [4.1666, 1.1546, -1.2412], [5.1019, 1.9434, -1.8036], [5.8806, 2.5186, -0.8336], [5.3416, 2.0580, 0.3941], [4.3097, 1.2201, 0.1466], [3.4168, 0.7622, -1.8292], [5.1298, 2.0519, -2.8786], [6.7581, 3.1270, -0.9641], [5.6862, 2.3443, 1.3723], [3.6231, 0.7069, 0.7530], [-7.8409, 2.4919, -1.6308], [-8.0814, 1.1820, -1.9590], [-7.1556, 0.8343, -2.8941], [-6.3546, 1.9995, -3.1784], [-6.7787, 2.9936, -2.3476], [-8.3472, 2.9439, -0.8865], [-8.8332, 0.6265, -1.4090], [-7.0376, -0.1733, -3.3533], [-5.5498, 2.0173, -3.9324], [-6.4041, 3.9726, -2.1084], [-1.1690, 9.2404, -2.9758], [-1.0541, 7.9198, -3.3951], [-1.8886, 7.1515, -2.5716], [-2.5072, 8.0666, -1.6418], [-2.0244, 9.3169, -1.9051], [-0.6238, 10.0071, -3.2986], [-0.4336, 7.6760, -4.2258], [-2.2158, 6.1433, -2.6972], [-3.2641, 7.7791, -0.8701], [-2.2489, 10.2617, -1.4673], [0.7567, 4.6944, 4.7546], [0.6352, 3.3438, 4.7089], [-0.6358, 2.9776, 5.0914], [-1.2554, 4.1766, 5.5813], [-0.3695, 5.2065, 5.3315], [1.5211, 5.2333, 4.3683], [1.4170, 2.7630, 4.3271], [-1.0237, 1.9905, 5.2663], [-2.1374, 4.3172, 6.1760], [-0.4896, 6.2449, 5.3860], [-1.5574, -6.8405, -3.0835], [-0.2975, -7.2707, -2.7326], [0.2070, -6.3521, -1.8662], [-0.8168, -5.3551, -1.6480], [-1.8766, -5.6901, -2.4317], [-2.2124, -7.4156, -3.5957], [0.1007, -8.1691, -3.1291], [1.1763, -6.3177, -1.4200], [-0.8210, -4.4958, -1.0010], [-2.8359, -5.1902, -2.5896], [1.5075, 2.1825, -3.0532], [1.0685, 0.8686, -2.8559], [1.7487, 0.1006, -3.7139], [2.7244, 0.8622, -4.3974], [2.4494, 2.1518, -4.0322], [1.0833, 3.0429, -2.6877], [0.4648, 0.6948, -1.9983], [1.5966, -0.9410, -3.7727], [3.5189, 0.4959, -5.0203], [2.9068, 3.0881, -4.2591], [-0.9135, -1.0140, -0.6580], [0.2844, -1.7094, -0.5358], [0.9965, -1.1219, 0.4440], [0.2217, -0.0284, 0.9653], [-0.9043, 0.0352, 0.2306], [-1.6780, -1.1390, -1.3059], [0.5777, -2.5080, -1.1844], [2.0466, -1.4266, 0.6154], [0.4807, 0.6452, 1.7514], [-1.7151, 0.7103, 0.1927], [-3.7764, -0.6733, 5.2688], [-3.9840, 0.6313, 5.0042], [-3.0649, 1.1357, 4.1243], [-2.2097, 0.0750, 3.8867], [-2.6490, -1.1027, 4.5302], [-4.3019, -1.2776, 5.8390], [-4.8539, 1.1660, 5.3336], [-3.1401, 2.1366, 3.7453], [-1.3656, 0.0173, 3.2601], [-2.2313, -2.0734, 4.5492]], "forces_ev_per_a": [[0.913, 0.658, -1.079], [0.040, -0.556, 0.651], [-0.182, 1.511, -1.231], [0.620, -1.206, -0.211], [-0.209, -1.640, -0.815], [-0.272, 0.139, 0.811], [-0.380, -0.414, 0.167], [0.129, -0.150, 0.481], [-0.107, 0.440, 0.344], [-0.581, 1.135, 1.004], [1.192, 0.338, -0.458], [-1.325, 0.279, 0.865], [0.680, -0.853, 0.612], [-0.144, 1.158, -0.850], [-0.752, -0.228, 0.526], [0.306, -0.076, 0.069], [0.002, -0.155, -0.774], [-0.359, -0.030, 0.339], [0.318, -0.526, -0.666], [0.198, 0.092, 0.258], [-0.173, 0.163, 1.438], [0.641, -0.307, -1.579], [2.990, 0.087, 1.715], [-1.005, 0.187, 0.171], [-2.279, 0.120, -0.904], [0.290, -0.550, -1.226], [-0.766, -0.136, -1.057], [-0.257, -0.149, 0.259], [0.425, 0.271, 0.785], [0.231, 0.074, 0.302], [0.520, -0.426, -0.920], [-1.050, 1.005, 1.385], [-0.351, -1.008, 0.491], [2.067, 0.286, -1.751], [-0.517, -0.549, 0.776], [-0.059, -0.256, 0.089], [0.510, 0.169, -0.483], [-0.371, 0.693, 0.032], [-0.482, 0.180, 0.382], [-0.056, -0.030, -0.137], [-1.340, 0.589, 0.726], [1.642, -0.530, 0.211], [-0.210, 0.310, -1.249], [0.900, -0.094, 0.768], [-0.054, -0.231, -1.119], [-0.088, -0.129, 0.020], [-0.119, -0.201, 0.132], [-0.359, 0.071, 0.156], [-0.180, 0.194, 0.043], [-0.064, 0.173, 0.085], [2.361, 0.166, 0.515], [-1.324, 0.094, 0.096], [0.452, -0.307, -0.654], [-1.685, -0.130, 0.484], [1.321, -0.211, -1.196], [-0.337, 0.462, 0.406], [-0.382, -0.562, -0.818], [-0.441, -0.065, 0.463], [-0.379, 0.155, 0.409], [0.439, 0.419, 0.407], [-0.667, -2.318, 1.006], [0.730, 1.141, -0.813], [0.401, 0.763, 0.657], [-0.899, 0.518, -1.224], [-0.697, 0.654, -0.606], [-0.149, 0.973, -0.592], [-0.399, -0.818, 0.382], [0.638, -0.255, 0.403], [-0.053, -0.675, 0.324], [0.995, 0.102, 0.626], [1.885, -0.245, 1.204], [-2.330, -1.358, -0.795], [0.981, 1.437, -0.044], [-0.871, -0.446, 0.015], [-0.150, 1.023, -0.496], [0.081, 0.188, 0.019], [-0.112, -0.244, 0.254], [0.458, -0.070, -0.172], [-0.014, -0.041, -0.001], [-0.008, -0.196, 0.031], [1.260, -0.947, 1.924], [-1.010, 0.759, 0.015], [-0.354, 0.377, -0.700], [-0.284, 0.064, -0.342], [-0.750, 0.651, -0.629], [-0.490, 0.212, -0.854], [0.602, -0.254, 0.348], [0.186, -0.675, -0.587], [0.259, -0.147, 0.454], [0.412, -0.103, 0.358], [-0.125, 0.250, 0.055], [-0.001, 1.483, -0.442], [0.941, -1.170, 1.623], [0.161, 0.068, 0.945], [-0.519, 0.060, -2.385], [0.137, -0.237, 0.290], [-0.071, -0.042, 0.099], [-0.199, 0.135, -0.450], [-0.239, -0.412, -0.074], [-0.182, -0.057, 0.358], [-0.689, 0.112, 0.339], [0.601, 0.214, -0.800], [-0.422, -1.295, 0.792], [0.368, 0.526, -0.969], [0.659, 0.151, 0.366], [0.201, -0.503, -0.086], [0.015, 0.409, 0.133], [0.041, 0.131, 0.176], [-0.728, 0.300, 0.244], [-0.057, -0.199, 0.125], [1.322, -0.062, 1.229], [-0.296, -0.309, 2.017], [-0.210, 0.867, -1.747], [-0.847, -0.727, -1.328], [-0.499, -1.018, -0.492], [-0.143, -0.009, -0.294], [0.180, -0.475, 0.097], [0.107, 0.730, -0.016], [-0.114, -0.101, 0.604], [0.192, 0.975, 0.105], [-0.560, -0.852, -0.676], [0.695, 1.210, -0.569], [0.752, -0.049, 0.390], [-0.878, -0.872, -0.055], [0.825, 0.820, -0.921], [0.183, 0.312, 0.692], [-0.146, 0.081, 0.321], [-0.340, -0.162, 0.484], [-0.320, -0.098, 0.295], [-0.347, -0.564, 0.213], [-0.694, 0.794, -0.414], [0.358, -1.606, 0.816], [-0.700, 1.831, -1.320], [-0.160, -0.025, 0.308], [-0.127, -1.100, -0.912], [0.841, -0.013, 1.009], [0.474, -1.224, -0.313], [-0.176, -0.208, 0.092], [-0.283, -0.036, -0.045], [0.375, 1.676, 0.957], [-1.048, -0.959, -1.607], [0.792, 1.430, 2.329], [2.949, 0.131, -0.149], [-0.094, 0.256, 0.991], [-1.042, 0.311, -0.356], [0.080, 0.039, 0.266], [-0.378, -1.205, -1.480], [-1.076, 0.225, -0.141], [-0.365, -0.275, -0.403], [0.249, 0.285, 0.112], [-0.222, 0.546, -0.634], [-0.230, -1.286, 1.088], [0.618, 0.230, -0.246], [-0.978, 0.484, 0.959], [0.687, -0.690, -2.430], [-0.168, 0.469, 0.551], [0.286, 0.208, 0.205], [-0.025, -0.212, -0.220], [0.246, 0.107, -0.114], [-0.161, 0.121, 0.848], [-0.414, -0.127, 0.256], [0.534, 0.336, -0.972], [-0.149, -0.219, -0.009], [0.881, 0.399, 0.888], [-0.640, -0.208, -2.047], [0.337, -0.020, 0.844], [0.083, -0.050, 0.122], [-0.085, 0.137, -0.072], [0.066, -0.037, 0.164], [-0.599, -0.493, 0.829], [-0.317, -0.049, 0.467], [0.136, 0.316, 0.332], [0.332, -0.787, -1.087], [0.458, -1.033, -0.585], [-0.443, -0.142, 0.479], [0.250, 0.230, -0.178], [0.163, 0.031, -0.319], [-0.130, 1.097, 0.408], [-0.525, 0.171, 0.749], [0.005, 0.138, -0.288], [-0.223, -1.243, 0.375], [-1.204, 0.157, 1.407], [0.042, 1.905, -0.394], [-0.373, -0.909, 0.305], [0.064, -0.264, -0.383], [0.259, 0.242, -0.256], [0.202, -0.227, -0.319], [0.390, -0.435, -0.121], [0.905, 0.463, -0.856], [-0.067, 0.361, 0.265], [-0.256, 0.015, 0.337], [-0.940, -0.023, -0.759], [0.292, 0.637, 1.504], [0.826, 0.379, -0.300], [-0.237, -0.826, -0.551], [0.070, -0.108, 0.204], [0.940, -0.792, -0.449], [0.175, -0.105, -0.224], [-0.439, -0.258, -0.244], [-0.149, 1.227, 0.413], [-0.301, -1.025, -0.630], [-0.605, 0.700, 0.033], [-0.517, 1.039, 0.548], [0.472, -0.081, -0.224], [-0.645, 0.226, -0.081], [0.181, 0.300, 0.031], [0.285, -0.523, -0.231], [0.411, -0.250, 0.135], [0.289, 0.055, 0.122], [0.444, -0.328, 0.153], [-0.583, -0.669, -0.158], [-0.223, 2.713, 0.790], [0.712, -1.417, -0.012], [-0.684, 0.430, -0.209], [0.673, 0.954, 0.476], [0.387, -0.700, 0.045], [-0.758, -0.482, 0.102], [0.182, -1.042, -0.056], [-0.085, 0.049, -0.311], [0.412, 0.287, -0.452], [0.817, 0.129, 0.085], [-1.395, 0.576, -0.838], [1.441, 0.226, 0.575], [1.274, -0.181, 0.105], [-0.541, -1.126, -0.897], [0.061, -0.369, -0.236], [-0.208, -0.280, -0.225], [-0.855, 0.354, 0.475], [0.263, 0.250, 0.335], [-0.645, 0.545, 0.329], [2.223, -0.629, -1.641], [-1.305, 0.924, 0.064], [-1.023, -0.276, 0.954], [0.492, -2.780, -0.123], [-1.016, 3.419, 0.312], [-0.743, -0.379, 0.652], [-0.238, -0.075, 0.406], [0.370, 0.093, -0.098], [0.895, 0.271, -0.738], [0.188, -0.727, 0.202]]}